{"formula": "C14H36Cl2OP3V", "method": "ωB97M-V/def2-TZVPD", "e_homo_ev": [-14.835, -14.744], "multiplicity": 3, "relative_energy_ev": 0.000, "total_charge": 2, "lumo_energy_ev": [-8.3147, -8.3159], "elements": ["C", "C", "H", "H", "H", "O", "Cl", "V", "P", "C", "C", "H", "H", "H", "H", "H", "H", "C", "H", "H", "H", "P", "C", "C", "H", "H", "H", "C", "H", "H", "H", "H", "H", "H", "Cl", "C", "C", "P", "C", "C", "C", "C", "H", "H", "H", "H", "H", "H", "H", "H", "H", "H", "H", "H", "H", "H", "H"], "xyz": [[0.71978, -0.22787, -5.51423], [1.43317, -0.21139, -4.30010], [1.47070, -0.13121, -6.35515], [-0.03875, 0.60072, -5.56520], [0.14201, -1.18786, -5.60904], [1.96962, -0.09202, -3.28173], [-1.98258, 0.04404, -3.01785], [-0.81308, -0.08243, -1.07041], [-0.10002, 2.28448, -1.07985], [1.11862, 3.18165, -0.03020], [0.41058, 2.86887, -2.71877], [0.69816, 3.92558, -2.63630], [-1.50756, 4.25082, -1.24038], [-0.42109, 2.75640, -3.42389], [-2.46978, 2.73548, -1.35824], [2.12712, 2.81353, -0.26454], [1.26353, 2.27919, -3.07510], [-1.65241, 3.24344, -0.83040], [1.07539, 4.25865, -0.26481], [-1.91065, 3.30696, 0.23155], [0.94445, 3.05458, 1.04505], [0.04991, -2.32654, -0.97165], [1.59147, -2.80391, -0.11917], [-1.24934, -3.43050, -0.26968], [-0.60999, -2.96924, -3.20074], [0.54822, -4.12834, -2.46101], [1.12846, -2.56683, -3.12387], [0.30371, -3.06898, -2.60648], [-2.21096, -3.16276, -0.72738], [-0.99519, -4.47061, -0.51349], [1.75691, -3.88536, -0.23571], [1.56512, -2.55875, 0.94699], [-1.33745, -3.30800, 0.81566], [2.42264, -2.26291, -0.58715], [-2.87543, -0.29865, -0.10077], [-0.04400, -2.37548, 3.05221], [-0.98376, -1.27802, 2.59738], [-0.34775, 0.03945, 1.44932], [-1.26445, 1.53399, 2.13937], [-1.52084, 1.63775, 3.63356], [1.39786, 0.28501, 1.98854], [1.65423, 0.62645, 3.46216], [0.04198, -3.18893, 2.32382], [-0.45609, -2.83055, 3.96097], [0.95053, -2.01745, 3.30296], [-1.87021, -1.68604, 2.07852], [-1.38114, -0.74843, 3.47406], [-0.71787, 2.41701, 1.78180], [-2.22364, 1.51740, 1.60131], [-0.64202, 1.40867, 4.23673], [-1.81474, 2.66192, 3.86930], [-2.34449, 0.99266, 3.95072], [1.92764, -0.63972, 1.72626], [1.82412, 1.06497, 1.35178], [1.17649, -0.07493, 4.15997], [2.73693, 0.57988, 3.65664], [1.33592, 1.64413, 3.71666]], "forces_ev_per_angstrom": [[-0.4, -0.4, -1.5], [1.6, 1.1, 4.6], [-0.7, -0.1, 0.7], [0.7, -0.4, 0.4], [0.6, 0.6, 0.2], [-2.1, -0.8, -4.5], [1.2, 0.0, -0.6], [-2.2, 0.4, 1.0], [-0.1, 1.3, 0.5], [0.2, -0.1, 0.0], [0.1, -0.1, -0.4], [0.0, -0.3, -0.2], [0.0, -0.2, 0.1], [0.1, 0.1, 0.1], [0.1, 0.2, 0.1], [-0.2, 0.1, 0.1], [-0.1, 0.4, 0.1], [0.0, -0.3, -0.1], [-0.1, -0.4, 0.0], [0.1, 0.0, -0.3], [0.1, 0.0, -0.4], [0.1, -1.3, 0.7], [0.1, 0.1, -0.1], [0.0, 0.3, -0.2], [0.1, -0.1, 0.1], [0.0, 0.2, -0.2], [0.0, -0.3, 0.1], [-0.1, 0.0, -0.2], [0.2, -0.1, 0.1], [0.0, 0.2, 0.1], [-0.1, 0.3, 0.0], [0.0, -0.1, -0.3], [0.0, 0.0, -0.4], [0.0, -0.1, 0.2], [0.4, -0.1, 0.0], [-0.1, -0.6, 0.2], [-0.7, 0.2, -0.5], [0.1, 0.5, 1.2], [0.0, -0.2, -1.0], [0.0, -0.1, 0.3], [0.0, -0.1, 0.0], [0.4, 0.0, 0.2], [0.1, 0.2, 0.1], [0.1, 0.1, -0.2], [0.1, 0.0, 0.0], [0.3, 0.1, 0.4], [0.2, -0.1, -0.3], [-0.1, -0.3, 0.2], [0.3, 0.1, 0.2], [-0.2, 0.0, 0.0], [0.0, 0.0, 0.0], [0.1, 0.1, 0.0], [0.0, 0.2, 0.0], [0.0, -0.1, 0.0], [0.1, 0.3, -0.2], [-0.3, 0.0, -0.1], [0.0, -0.3, -0.1]], "lowdin_charge": [0.059, -0.018, 0.171, 0.152, 0.160, 0.309, 0.026, -0.165, 0.741, -0.240, -0.269, 0.069, 0.070, 0.045, 0.045, 0.059, 0.020, -0.222, 0.073, 0.042, 0.030, 0.726, -0.230, -0.219, 0.052, 0.070, 0.020, -0.259, 0.048, 0.071, 0.075, 0.014, 0.025, 0.056, 0.124, -0.135, -0.372, 0.846, -0.401, -0.125, -0.390, -0.123, 0.051, 0.099, 0.059, 0.050, 0.072, 0.037, 0.028, 0.055, 0.092, 0.084, 0.057, 0.047, 0.074, 0.091, 0.074]}

=====

{"formula": "C14H36FN3O4SSi", "method": "ωB97M-V/def2-TZVPD", "e_homo_ev": -9.279, "total_charge": 0, "lumo_energy_ev": 0.6308, "elements": ["C", "C", "C", "C", "Si", "C", "C", "N", "S", "O", "O", "F", "H", "H", "H", "H", "H", "H", "H", "H", "H", "H", "H", "H", "H", "H", "C", "C", "C", "O", "C", "N", "H", "H", "H", "H", "H", "H", "H", "H", "H", "H", "H", "C", "C", "C", "O", "C", "N", "H", "H", "H", "H", "H", "H", "H", "H", "H", "H", "H"], "xyz": [[-2.28427, 1.53164, 2.07665], [-1.45708, 0.60291, 1.16498], [0.01391, 1.06486, 1.07807], [-1.55871, -0.85081, 1.65688], [-0.92849, -2.26253, 0.58693], [0.30987, -3.36885, 1.46149], [1.74155, -2.96528, 1.29882], [2.41587, -2.52944, 2.27346], [0.07378, -1.67561, -1.31855], [0.00810, -2.82651, -2.16531], [1.31126, -0.99438, -1.11399], [-0.89713, -0.60172, -1.97387], [-3.00358, 0.94891, 2.65967], [-1.65502, 2.06684, 2.79027], [-2.86670, 2.24995, 1.49685], [-1.90279, 0.68424, 0.16984], [0.71748, 0.24840, 1.24798], [0.25141, 1.48986, 0.10264], [0.22640, 1.83419, 1.82308], [-1.08189, -0.93302, 2.64077], [-2.61740, -1.10122, 1.79949], [-2.06293, -3.08488, 0.12669], [0.03294, -3.35640, 2.51956], [0.16138, -4.37864, 1.06572], [2.16912, -3.06821, 0.29793], [3.36486, -2.32355, 1.96001], [-5.09880, 7.54716, 0.28744], [-5.05592, 6.35512, -0.66229], [-5.35819, 5.01179, 0.01130], [-4.30351, 4.49703, 0.80089], [-4.22858, 4.99163, 2.12314], [-3.77756, 6.35955, -1.37472], [-4.20306, 7.59277, 0.90779], [-5.14524, 8.47450, -0.28197], [-5.96939, 7.50258, 0.94444], [-5.84227, 6.49846, -1.41077], [-5.52525, 4.26638, -0.77029], [-6.27698, 5.07726, 0.60979], [-5.22396, 5.17433, 2.54012], [-3.64198, 5.91146, 2.18562], [-3.73254, 4.22870, 2.72271], [-3.78428, 5.65125, -2.10159], [-3.05004, 6.06883, -0.72772], [3.68437, -4.95649, -1.83186], [4.55709, -3.72156, -1.63538], [5.84307, -3.72561, -2.46765], [6.85420, -4.58921, -1.98646], [6.74855, -5.93920, -2.39083], [4.81484, -3.53988, -0.20337], [4.09028, -5.81976, -1.30283], [2.68377, -4.77308, -1.44017], [3.59119, -5.21273, -2.88835], [3.97994, -2.85358, -1.97133], [6.27710, -2.72329, -2.43277], [5.62100, -3.95467, -3.51852], [6.35451, -6.01695, -3.40932], [6.11172, -6.52327, -1.72156], [7.75153, -6.36363, -2.36952], [5.28859, -2.65317, -0.05716], [5.48385, -4.24346, 0.09710]], "forces_ev_per_angstrom": [[-0.3, -0.2, 0.1], [0.1, 0.3, 0.1], [0.0, 0.1, -0.1], [0.0, 0.1, -0.2], [-0.3, 0.0, 0.7], [0.0, 0.0, -0.3], [0.1, -0.1, 0.0], [0.0, 0.1, 0.1], [0.1, -0.3, 0.1], [0.1, 0.1, -0.1], [0.1, 0.1, -0.1], [-0.1, 0.1, 0.0], [0.0, 0.1, 0.0], [0.0, 0.0, 0.0], [0.2, 0.1, 0.0], [0.1, -0.2, 0.0], [0.0, 0.0, 0.0], [0.0, 0.0, 0.0], [0.0, -0.1, 0.0], [0.0, 0.0, -0.1], [0.1, 0.0, 0.1], [0.0, 0.1, -0.2], [0.1, 0.0, 0.0], [0.0, 0.0, 0.0], [0.0, -0.1, 0.1], [0.0, 0.0, 0.0], [0.0, 0.0, 0.0], [0.1, 0.1, 0.0], [-0.1, 0.0, -0.1], [0.0, 0.0, 0.0], [0.1, -0.1, 0.0], [0.0, -0.1, 0.0], [0.0, 0.0, 0.0], [0.0, 0.0, 0.0], [0.0, 0.0, 0.0], [0.0, 0.0, 0.0], [0.0, 0.0, 0.0], [0.0, 0.0, 0.0], [0.0, 0.0, 0.0], [0.0, 0.0, 0.0], [0.0, 0.0, 0.0], [0.0, 0.0, 0.0], [0.0, 0.0, 0.0], [0.0, 0.0, 0.0], [-0.1, -0.1, 0.0], [0.0, 0.1, 0.0], [0.0, 0.0, 0.0], [0.1, 0.0, 0.0], [0.1, 0.2, 0.0], [0.0, 0.0, 0.0], [0.0, 0.0, 0.0], [0.0, 0.0, 0.0], [0.0, 0.0, 0.0], [0.0, 0.0, 0.0], [0.0, 0.0, 0.0], [0.0, 0.0, 0.0], [0.0, 0.0, 0.0], [0.0, 0.0, 0.0], [0.0, 0.0, 0.0], [-0.1, 0.0, 0.0]], "lowdin_charge": [-0.073, -0.458, -0.070, -0.276, 0.690, -0.270, -0.345, 0.104, 0.504, -0.324, -0.316, -0.207, 0.073, 0.074, 0.063, 0.113, 0.060, 0.078, 0.071, 0.096, 0.074, 0.005, 0.085, 0.082, 0.076, 0.036, -0.070, -0.438, -0.209, -0.199, -0.104, 0.038, 0.065, 0.076, 0.078, 0.135, 0.122, 0.120, 0.092, 0.078, 0.075, 0.071, 0.070, -0.059, -0.428, -0.207, -0.187, -0.108, 0.047, 0.068, 0.062, 0.083, 0.135, 0.123, 0.121, 0.090, 0.074, 0.087, 0.079, 0.076]}